# 1
DFT (the ωB97M-V functional and the def2-TZVPD basis) results for 2 unconnected molecules or ions with the total composition C5H11N2.

The geometry in XYZ format:
```
18
Properties=species:S:1:pos:R:3:forces:R:3
C 0.19264 0.58432 0.08054 5.8 -1.6 1.2
C -2.99356 0.07612 -1.37248 -2.8 -2.2 6.0
C 3.49690 -0.24298 -0.35342 1.6 -0.7 -2.2
C -2.70548 -0.16638 0.96288 -0.9 -1.7 0.5
C 2.54019 -0.26479 0.79396 0.5 -2.9 0.8
N -2.30282 0.15297 -0.30399 1.1 1.6 -4.3
N 1.21240 0.11118 0.37984 -1.9 2.3 0.2
H -0.80304 0.62933 -0.32488 -3.0 0.2 -0.5
H -4.02778 -0.36855 -1.25455 0.9 0.8 -0.7
H -2.51093 0.19439 -2.22039 1.8 0.9 -4.3
H 3.09642 -0.91207 -1.21151 0.4 1.6 1.2
H 3.78983 0.78209 -0.68927 -0.4 -0.9 0.1
H 4.45304 -0.80632 -0.10415 -1.2 0.9 0.2
H -3.74334 0.06106 1.08746 -0.9 -0.6 0.5
H -2.37724 -1.21504 1.04892 -0.8 0.1 0.7
H -2.17990 0.39366 1.66361 1.1 1.0 1.4
H 2.94858 0.17935 1.74918 -1.2 0.0 -1.1
H 2.43612 -1.38715 0.93721 -0.1 1.3 0.6
```
Forces are in eV/Å.

For the HOMO energy, the calculation gives -14.2 eV. The max |F| comes out at 6.938 eV/A. The calculation puts the energy above the lowest of the compared OMol25 structures with the same formula, charge and spin at 83.2 kcal per mole. As for the HOMO-LUMO gap: 10.3 eV. The total charge is +1.

Electronic structure analysis, Löwdin charges in units of e: 0.300 0.079 -0.109 -0.114 -0.225 -0.176 0.135 0.024 0.128 0.036 0.117 0.094 0.109 0.098 0.126 0.065 0.162 0.152

---

# 2
DFT (the ωB97M-V functional and the def2-TZVPD basis) results for a gas-phase ion, C5H11N2 (charge +1).

The geometry in XYZ format:
```
18
Properties=species:S:1:pos:R:3:forces:R:3
C 2.18286 -0.31441 -0.09557 0.9 -0.8 0.4
C 0.75987 0.05158 0.43564 0.9 -2.0 -0.9
N 0.04870 1.07036 -0.48843 3.5 2.4 0.6
C -1.32512 1.16571 0.03876 -0.7 1.0 1.8
C -1.60881 -0.24498 0.37017 -2.4 -3.2 -0.1
N -1.16423 -1.03404 -0.77686 -0.2 -1.7 -1.3
C -0.33429 -1.06499 0.40016 0.2 0.7 1.1
H 2.67880 -1.16214 0.50797 -1.4 0.9 -0.8
H 2.96530 0.47530 0.18234 -1.3 -0.5 -1.2
H 2.13404 -0.69786 -1.18680 0.4 1.0 1.7
H 0.83978 0.34847 1.50992 -0.3 0.6 -1.1
H -0.05116 0.65875 -1.42079 0.1 -0.6 0.1
H 0.73552 1.93818 -0.66544 -2.4 -1.9 0.9
H -1.99428 1.65353 -0.63415 -0.3 0.0 -0.9
H -1.46243 1.68654 0.98783 1.0 0.6 -0.1
H -2.60221 -0.58940 0.86357 2.1 1.0 -0.7
H -1.67125 -1.92978 -0.99935 0.7 1.4 0.7
H -0.13109 -2.01081 0.97103 -0.5 1.2 -0.5
```
Forces are in eV/Å.

For the HOMO energy, the calculation gives -13.9 eV. The max |F| comes out at 4.259 eV/A. The calculation puts the energy above the lowest of the compared OMol25 structures with the same formula, charge and spin at 45.1 kcal per mole. As for the HOMO-LUMO gap: 10.8 eV. The total charge is +1.

Electronic structure analysis, Löwdin charges in units of e: -0.053 -0.247 0.073 -0.105 -0.230 0.037 -0.191 0.108 0.100 0.115 0.169 0.162 0.258 0.135 0.145 0.193 0.155 0.176

---

# 3
DFT (the ωB97M-V functional and the def2-TZVPD basis) results for a gas-phase ion, C5H11N2 (charge +1).

The geometry in XYZ format:
```
18
Properties=species:S:1:pos:R:3:forces:R:3
C -1.38143 -1.25273 -0.34757 -1.4 -1.1 0.1
N -0.83311 0.12894 -0.33479 0.6 -0.6 1.2
C -1.77691 1.15127 0.28679 1.6 1.0 0.9
C 0.56849 0.16425 0.28213 0.0 0.4 -0.7
C 1.82829 0.43088 -0.59811 -2.1 -0.6 5.0
C 2.69499 -0.16115 0.43817 0.6 -0.4 -0.5
N 1.50361 -0.91980 -0.12008 -1.0 0.8 1.2
H -1.96280 -1.54670 0.57222 0.7 0.7 -0.9
H -1.98180 -1.41675 -1.26460 -0.1 0.5 0.7
H -0.55427 -1.91398 -0.46649 0.6 -0.5 0.2
H -0.60235 0.27165 -1.27054 -0.4 1.1 -2.3
H -1.51786 1.32715 1.37040 0.1 -0.7 -1.0
H -1.65906 2.18993 -0.12293 -0.5 -1.3 -0.3
H -2.72744 0.67274 0.30338 -0.9 0.3 -0.5
H 0.19885 0.51512 1.25645 2.2 -0.3 0.4
H 1.84884 0.83711 -1.52660 0.4 0.8 -2.7
H 3.55941 -0.69949 0.05214 0.1 0.4 0.2
H 2.79454 0.22154 1.49005 -0.6 -0.5 -1.2
```
Forces are in eV/Å.

For the HOMO energy, the calculation gives -14.8 eV. The max |F| comes out at 5.454 eV/A. The calculation puts the energy above the lowest of the compared OMol25 structures with the same formula, charge and spin at 93.2 kcal per mole. As for the HOMO-LUMO gap: 11.8 eV. The total charge is +1.

Electronic structure analysis, Löwdin charges in units of e: 0.008 -0.138 0.041 -0.173 -0.088 -0.047 0.068 0.136 0.124 0.077 0.142 0.117 0.132 0.087 0.146 0.106 0.121 0.140